Version one
Density functional theory data (the ωB97M-V functional and the def2-TZVPD basis) for a 9-piece molecular cluster, C36H72O9 overall.

```
! RIJCOSX wB97M-V def2-TZVPD def2/J DEFGRID3
* xyz 0 1
H 18.1945 6.9241 -10.6792
C 24.3228 8.7735 -9.4770
O 29.3004 6.4269 -10.5369
C 25.1684 12.1830 -5.5234
C 21.2530 7.0532 -3.7685
H 24.3058 13.5235 -4.2162
H 23.1771 14.7715 -9.4288
H 21.7928 7.2366 -2.8395
H 23.5747 8.8195 -13.9285
H 22.2895 9.2618 -11.1945
O 24.1587 9.7644 -10.4322
H 23.1471 2.0611 -11.3562
H 20.2816 10.1831 -12.4267
C 21.2830 14.6704 -8.5613
H 24.1255 13.9635 -5.9608
C 26.6746 11.8679 -13.0812
H 25.2460 8.9796 -8.9354
C 23.1045 10.9409 -5.3609
H 19.1997 10.5761 -10.3937
C 23.0949 4.8917 -10.1058
C 23.6024 2.7936 -9.4210
H 24.6671 5.5257 -14.2274
C 27.5754 7.7538 -10.7898
C 19.3692 9.5976 -12.3139
H 24.4042 7.1404 -12.8477
H 17.8971 10.8190 -11.5506
C 19.6277 8.0859 -11.9228
H 22.0772 8.3728 -5.2340
H 24.6119 2.7225 -9.8262
H 22.3716 10.4553 -4.7167
H 23.0019 13.3650 -8.3487
H 17.4243 7.6879 -12.0892
H 25.5052 11.9305 -10.1324
O 20.8846 5.6344 -3.9498
H 24.6594 13.1860 -10.8252
H 24.7185 10.8802 -3.8505
C 22.6316 2.6017 -10.5624
O 22.8952 5.9410 -15.2272
H 24.0640 5.2106 -10.4896
H 19.2627 14.7211 -9.2714
H 22.7411 6.1467 -6.5695
H 24.1787 4.5422 -8.2028
H 23.5767 1.9898 -8.6853
H 22.9629 10.6574 -6.4038
C 22.9098 7.9728 -14.0993
H 27.2452 8.7747 -10.9814
H 21.3776 14.7578 -7.4790
C 23.0910 8.8002 -8.6129
H 26.7080 12.5259 -13.9495
C 22.2733 9.9903 -9.1613
H 23.1982 4.8348 -13.4936
O 26.6486 13.2313 -11.2073
H 24.4119 7.8307 -10.0166
C 25.4582 12.4857 -11.0692
H 29.3384 5.7113 -12.5564
C 21.4581 5.1252 -5.1670
H 25.4069 11.9520 -6.5616
C 28.8461 7.6454 -10.0760
C 20.6380 13.5932 -10.4730
C 27.5341 12.4353 -11.9438
H 21.0072 6.7020 -6.5351
H 28.7115 7.5365 -8.9999
H 20.6858 14.2990 -11.3022
O 22.0017 13.1819 -10.1414
H 28.3862 12.9570 -12.3796
H 26.0751 12.5303 -5.0280
H 24.9152 10.7392 -12.4495
H 18.6571 9.5429 -13.1373
H 22.1348 7.6173 -16.1362
H 22.7929 6.7200 -12.2718
H 22.4691 4.1070 -8.1670
H 20.3477 8.0036 -11.1086
H 22.4661 7.9079 -8.6514
C 23.3825 6.9302 -13.1641
C 18.5987 10.0831 -11.1578
C 21.8434 6.2920 -5.9686
H 22.2842 4.4274 -5.0303
H 21.3746 15.7228 -8.8297
C 18.2396 7.7662 -11.3699
O 22.4597 3.9931 -10.9707
H 23.2141 7.2411 -4.6167
O 17.9158 8.9980 -10.6762
H 25.0613 10.0191 -5.3639
H 21.8705 8.2498 -13.9226
H 26.9780 10.8643 -13.3790
H 20.6232 4.6160 -5.6486
H 24.5875 12.2681 -13.0950
H 23.3789 8.8921 -7.5656
O 22.8633 12.3639 -5.3334
C 24.5640 10.8863 -4.9294
C 23.3570 4.1443 -8.7982
H 28.0903 4.9846 -11.5001
H 26.7968 7.2619 -10.2068
C 24.0388 13.1746 -5.2137
C 23.6123 5.6984 -14.0139
H 22.6702 10.8613 -8.6398
H 19.7494 13.0336 -8.7142
H 28.0058 11.6642 -11.3347
C 20.0633 13.9991 -9.1108
H 26.8920 6.7570 -12.5453
H 20.3652 7.6660 -3.9245
C 27.8530 7.0678 -12.1356
H 21.6447 2.1885 -10.3541
H 28.4827 7.7351 -12.7241
H 22.4191 5.7315 -9.9445
H 22.4946 10.9968 -11.0858
C 28.6781 5.8792 -11.7055
C 25.2747 11.7676 -12.4129
C 22.5022 13.9838 -9.0939
C 22.7580 10.0528 -10.6088
H 21.1927 9.9468 -9.0249
H 23.9433 7.5502 -15.9934
H 19.8946 7.3814 -12.7105
H 29.5734 8.4355 -10.2626
H 20.0143 12.7939 -10.8733
C 22.9868 7.3724 -15.5020
C 22.1677 7.3372 -4.9064
*
```

Computed properties:
SMILES	C1CCOC1.C1CCOC1.C1CCOC1.C1CCOC1.C1CCOC1.C1CCOC1.C1CCOC1.C1CCOC1.C1CCOC1


Version two
Density functional theory data (the ωB97M-V functional and the def2-TZVPD basis) for C36H72O9 as an isolated structure.

```
! RIJCOSX wB97M-V def2-TZVPD def2/J DEFGRID3
* xyz 0 1
H -15.5347 -22.3784 13.6148
H -14.3454 -23.9676 17.9530
C -9.5755 -22.4160 12.2502
H -16.2380 -25.4836 12.5219
H -8.9721 -23.2437 12.6231
C -15.0782 -25.6206 15.9653
H -16.4939 -21.0376 13.4701
H -11.8150 -24.8017 15.3150
H -10.0676 -19.4459 16.5832
H -17.6316 -22.2133 15.3832
C -10.7314 -19.5726 17.4385
H -15.8394 -18.8831 15.3963
H -12.8437 -23.2058 14.5171
H -11.3071 -22.4414 14.5480
C -11.9976 -22.1632 12.6016
O -14.6920 -26.0049 18.2530
C -14.7001 -20.6048 14.7355
H -9.0194 -21.8739 11.4854
H -13.8622 -21.2041 15.0917
H -11.6423 -24.1314 18.0593
O -11.5918 -18.4867 17.9073
C -10.9560 -22.9237 11.7728
H -15.0524 -25.6480 21.5399
H -14.2384 -24.6364 11.0412
C -13.0385 -25.0345 21.8427
H -10.3578 -27.4634 13.5804
H -14.2444 -23.5295 13.8325
C -9.6097 -26.6873 16.6777
H -12.6361 -24.3280 22.5686
C -12.9560 -25.2096 19.5089
H -13.1058 -17.7548 16.7566
H -15.9044 -25.6732 15.2563
C -11.2464 -24.5054 14.4335
H -11.5956 -20.7545 14.3003
C -11.4093 -25.6075 13.4285
C -9.4944 -26.5668 18.2281
H -15.6525 -24.2421 17.5188
H -10.7379 -25.3105 19.3952
C -10.8302 -25.7428 16.4981
C -12.7842 -19.9483 16.5031
H -14.6764 -19.6284 16.6216
H -12.8523 -25.9720 22.3667
H -14.6783 -23.4686 15.7999
C -16.5892 -21.9052 15.4650
H -13.3959 -22.5929 18.2301
C -15.6932 -25.1503 13.4053
H -8.8885 -25.6855 18.4385
H -15.1002 -27.7852 16.1414
H -12.3535 -25.0043 16.6882
C -14.6056 -26.1678 13.6412
C -9.7591 -24.4994 14.6392
C -14.0146 -22.7289 16.2476
O -9.9426 -21.5054 13.3129
O -11.6709 -25.9267 17.6364
C -12.7262 -22.6044 15.4186
H -14.3814 -24.8248 15.7021
H -11.9882 -21.3090 18.0370
H -12.3351 -21.3020 12.0250
C -11.6604 -20.7522 17.1591
C -14.8199 -23.9253 12.9957
C -11.2718 -21.6606 13.7882
H -11.6546 -25.3008 12.4117
H -15.1004 -25.0302 19.2630
H -13.6492 -27.1672 15.4000
H -14.3367 -23.4696 19.5797
H -15.4431 -23.1816 12.4991
H -12.4668 -21.6002 15.0835
H -9.3848 -24.1182 15.5893
H -13.0359 -26.2628 19.2398
C -10.8195 -26.2094 18.7842
H -12.6129 -24.6645 18.6295
H -11.3534 -26.0242 15.5842
O -11.6686 -23.2178 16.2143
C -12.8946 -18.6649 17.3180
C -10.1263 -26.4151 13.3920
C -14.4021 -26.9483 16.1571
C -13.5803 -23.3563 17.4743
H -16.1428 -22.6958 16.0681
H -8.9741 -27.4262 18.6511
H -9.5294 -26.2710 12.4913
H -14.0469 -25.9162 14.5427
H -13.6592 -18.8555 18.0711
H -10.5756 -24.6830 16.4887
H -14.5852 -21.8163 16.4204
C -12.2875 -24.0368 17.1859
H -16.3909 -24.9233 14.2113
H -10.0664 -19.7983 18.2721
H -12.4509 -19.7452 15.4854
H -12.2709 -26.2310 13.6672
H -11.0217 -23.9993 11.9370
C -14.3262 -24.5274 19.8426
H -11.6368 -23.5341 14.1298
H -12.8385 -26.2030 17.3921
H -16.5584 -25.8450 17.3597
H -9.2291 -23.8555 13.9374
O -16.4785 -20.6362 16.2312
O -13.7032 -25.9246 12.5629
C -15.6020 -25.3227 17.3852
O -12.2334 -24.9735 20.6607
H -11.0755 -22.8667 10.6909
H -12.8512 -22.7981 12.8390
C -15.3722 -19.7828 15.7970
H -14.9648 -23.8959 21.8445
H -14.9699 -27.1947 13.6669
O -9.2914 -25.8290 14.4115
H -11.1213 -21.3991 16.4670
C -14.4868 -24.7373 21.3428
C -15.8389 -21.5114 14.2013
H -11.2515 -26.9405 19.4676
H -8.7589 -26.5286 16.0151
H -13.6954 -20.5463 16.5140
C -13.7715 -26.7529 17.5155
H -13.5365 -27.7314 17.9343
H -9.9343 -27.7054 16.4630
H -14.3351 -19.9288 13.9622
H -12.9367 -24.0065 12.1264
C -13.8458 -24.6039 12.0575
*
```


Which of them is the most stable? Correct choice: version one.


Version one
Density functional theory data (the ωB97M-V functional and the def2-TZVPD basis) for C5H9FN2 as an isolated structure.

```
! RIJCOSX wB97M-V def2-TZVPD def2/J DEFGRID3
* xyz 0 1
C 0.8715 -0.7564 -0.2088
H -1.8985 -0.1821 0.6743
C -1.5465 0.0759 -0.3310
H 2.8474 -0.5235 0.1856
F 1.0218 2.6733 0.5655
N 1.7930 -0.0251 0.1339
C -0.6932 1.2949 -0.4613
H -0.2503 -2.7346 -1.1264
C 0.6577 -2.1486 -0.2909
H -2.2804 -0.1622 -0.9985
C -0.2668 1.9742 0.7312
H -0.6985 2.0893 -1.2625
H 1.8062 -2.7819 -0.5909
H -0.2690 1.2945 1.5346
H -1.0351 2.6303 0.9781
H 0.1965 -2.5735 1.1431
N -0.2559 -0.1443 -0.6760
*
```


Version two
Density functional theory data (the ωB97M-V functional and the def2-TZVPD basis) for one molecule with the formula C5H9FN2.

```
! RIJCOSX wB97M-V def2-TZVPD def2/J DEFGRID3
* xyz 0 1
H -2.2811 1.4955 0.6581
H -1.4490 -0.8151 -1.3399
C -2.3274 1.0397 -0.3203
H 2.7255 -1.3853 -1.0394
H -3.3682 0.8650 -0.5213
C 2.0045 -0.7039 -0.5563
C 2.5793 0.4477 0.2065
N 0.7832 -1.0848 -0.5973
C -1.1752 -0.9229 0.8552
H 2.2773 1.4294 -0.1280
H -1.5088 -0.5610 1.7582
H -1.9312 1.7537 -0.9785
H -1.1514 -1.9661 0.7946
F 3.9470 0.4439 0.1059
H 2.3554 0.3655 1.2410
N -0.0504 -0.2294 0.2186
C -1.4296 -0.1718 -0.3571
*
```

Computed properties:
SMILES	C[C@@H]1CN1/N=C\CF


Which of them is the most stable? Correct choice: version two.


Version one
Density functional theory data (the ωB97M-V functional and the def2-TZVPD basis) for one molecule with the formula C15H19N3O3S2.

```
! RIJCOSX wB97M-V def2-TZVPD def2/J DEFGRID3
* xyz 0 1
H -3.6410 -0.2839 -1.7630
C 1.9689 2.0645 0.8358
S -1.5400 -0.5382 0.1845
H 3.8135 -0.0989 -1.6377
H 2.8938 2.5932 1.0417
O 0.8319 0.8847 -1.2658
N 0.5499 0.3043 1.7194
C 1.7719 0.9210 1.7716
H -4.1653 -1.9595 -0.2689
C 0.8318 -2.9027 -1.3732
C 2.4553 -2.0337 0.6931
N -0.9456 1.8767 0.7804
O 2.7760 2.3256 -1.6763
C -3.6745 0.6788 -1.2543
H 0.1805 -4.4287 -0.0189
C 3.2586 -0.1091 -0.7022
H 0.1993 -3.2391 -2.1807
H -5.8916 -1.7887 -0.6112
C -4.9671 0.7997 -0.4315
C -0.5439 0.6684 0.9731
H -4.9968 1.7950 0.0148
C 2.4570 -1.3472 -0.5162
H -6.0228 -0.0468 1.2209
H 3.9216 0.1021 0.1320
C -5.1265 -1.6775 0.1541
H -3.6632 1.4730 -2.0028
H 1.6523 -1.2774 -2.4967
H -5.8136 0.7077 -1.1149
C 0.8222 -3.5720 -0.1605
H 1.6514 -3.6673 1.8112
O 2.6486 0.4775 2.4799
H 1.1125 2.7315 0.7891
S 2.1314 1.3414 -0.8557
C 1.6488 -1.8017 -1.5539
H -4.2722 -0.1338 1.3826
C -5.0972 -0.2456 0.6761
C 1.6433 -3.1416 0.8676
H -5.3500 -2.3673 0.9643
H 3.0873 -1.6963 1.5016
N -2.0132 1.9592 0.0043
H 0.4996 -0.5851 2.2030
C -2.4708 0.8359 -0.4058
*
```

Computed properties:
SMILES	CCCCc1nnc(NC(=O)CS(=O)(=O)Cc2ccccc2)s1


Version two
Density functional theory data (the ωB97M-V functional and the def2-TZVPD basis) for one molecule with the formula C15H19N3O3S2.

```
! RIJCOSX wB97M-V def2-TZVPD def2/J DEFGRID3
* xyz 0 1
C -2.2814 1.4839 -0.0578
H 3.5511 -2.7670 1.8588
H 2.3136 1.6336 -1.0603
H -1.5412 3.2933 -0.9445
H 2.3589 2.9477 -2.2584
C 1.7348 2.4294 -1.5267
H -2.5707 1.5510 -2.1760
S 0.0946 2.5669 0.6766
C -2.6866 0.9585 -1.2790
C 1.5580 -2.1842 0.0985
C -2.4380 0.7230 1.0956
H -3.5567 -0.7092 -2.2978
S 0.0360 -1.7249 -0.6609
O 0.1744 3.2409 1.9447
H 0.6867 4.2405 -0.9176
N 0.3416 0.5002 -2.1838
H 0.8796 -3.8046 3.0132
H -2.1112 1.1288 2.0411
C -3.3866 -1.0643 -0.1941
H -0.2138 -2.8035 2.0477
C 1.6376 -3.3276 1.0460
N 2.2098 -0.4378 -1.0608
H 2.0533 3.7964 0.1342
H -3.8095 -2.0562 -0.2485
H -2.0835 3.4750 0.7512
H 1.1827 -4.2025 0.5658
C -3.2409 -0.3091 -1.3450
C 0.5374 1.8541 -2.2446
O -0.2672 2.5418 -2.8379
C 0.9624 -0.4181 -1.3773
C -2.9849 -0.5449 1.0259
C 3.0923 -3.6328 1.3910
H 1.2298 -2.0878 2.7685
C -1.6186 2.8120 0.0260
C 1.2430 3.4152 -0.4809
H 3.1430 -4.4768 2.0743
C 0.8286 -2.9842 2.3017
H -0.5524 0.2040 -2.5633
O 0.4068 1.1603 0.6661
H -3.0952 -1.1322 1.9253
H 3.6540 -3.8703 0.4922
N 2.5286 -1.4183 -0.2291
*
```

Computed properties:
SMILES	CC(C)c1nnc(NC(=O)CCS(=O)(=O)Cc2ccccc2)s1


Which of them is the most stable? Correct choice: version two.


Version one
Density functional theory data (the ωB97M-V functional and the def2-TZVPD basis) for one molecule with the formula C9H16N2O2.

```
! RIJCOSX wB97M-V def2-TZVPD def2/J DEFGRID3
* xyz 0 1
O -0.4164 -2.1573 -0.7779
H -2.0531 1.8502 -0.0930
C -0.4337 -0.7385 -0.6051
H 2.4478 2.4261 0.8443
H -3.1077 -0.5834 -0.8606
H 2.5844 -2.4796 -0.4368
H 0.1123 -0.5354 2.1874
H 1.8492 2.6395 -0.9472
H -0.6348 -1.9588 1.6867
C -0.8748 -0.9036 1.8667
H -2.7488 -1.8412 0.3265
N 0.6444 -1.4697 -0.2895
C -0.3547 -0.0148 -1.9128
H -3.2455 -0.3386 0.9773
H 3.5245 1.9975 -0.4574
C 2.4752 2.0897 -0.2106
H -1.2844 0.4855 -2.1509
H -1.6076 -0.8613 2.5541
H -1.8465 1.6249 1.5556
H -0.2189 1.5786 0.5225
O 3.8932 -0.2146 0.0573
N 1.8196 0.7752 -0.2051
C -1.3902 -0.2090 0.5089
C -1.3457 1.3581 0.6433
H 0.4200 0.7051 -1.8395
H -0.0750 -0.7384 -2.7358
C 1.9147 -1.5336 -0.2431
C 2.7015 -0.2343 -0.1263
C -2.7491 -0.7184 0.1610
*
```


Version two
Density functional theory data (the ωB97M-V functional and the def2-TZVPD basis) for a 2-piece molecular cluster, C9H16N2O2 overall.

```
! RIJCOSX wB97M-V def2-TZVPD def2/J DEFGRID3
* xyz 0 1
H 2.8612 1.9184 -1.1869
H -3.0109 0.3362 0.6550
H -0.9044 1.1924 -1.4878
C -1.9534 -1.3197 -0.2566
O 0.3714 0.5219 2.3787
H -3.9095 -1.6802 0.8574
O 2.1008 -2.2261 -0.8351
N 2.7335 -0.0172 -0.9807
C 2.4273 1.2334 -0.5601
C -1.6034 1.3061 -0.5495
H 3.3273 -0.2517 -1.7165
H -0.7104 1.2789 0.3114
H -1.0949 -1.5158 0.4554
H -1.8819 3.7367 -0.9650
H 0.6344 -1.5467 1.1980
N 1.1203 -0.7832 0.6296
H -3.8385 -2.7828 -0.6111
C -2.3564 2.6541 -0.7914
C 1.0913 0.4417 1.3500
H 1.3946 2.6074 0.6453
H -3.0313 2.6557 0.2266
C 1.7176 1.5531 0.5140
H -2.7705 -3.3253 0.6948
H -3.3240 0.2034 -1.1160
H -3.0836 2.4625 -1.5838
H -1.3777 -1.6487 -1.1805
C 2.0100 -1.0723 -0.4429
C -3.1378 -2.2830 0.1766
C -2.5343 0.0859 -0.2878
*
```

Computed properties:
SMILES	O=c1cc[nH]c(=O)[nH]1.CCCCC


Version three
Density functional theory data (the ωB97M-V functional and the def2-TZVPD basis) for a 2-piece molecular cluster, C9H16N2O2 overall.

```
! RIJCOSX wB97M-V def2-TZVPD def2/J DEFGRID3
* xyz 0 1
H 1.5054 -1.2725 -0.5931
O 1.0729 -1.5768 2.0304
C 1.1203 -0.8315 -1.5114
N -0.5582 -0.0074 2.1381
O 2.0427 2.7165 0.7897
C -2.6375 -1.0390 -0.4690
C -0.3026 -0.3700 -1.2468
H 3.0282 -0.0645 -2.1694
C 1.2039 1.9330 1.2014
H -0.3039 0.4632 -0.5384
H -0.7125 0.0340 -2.1719
H -2.6522 -0.2158 0.2432
N 1.5252 0.5813 1.3894
H 2.4786 0.3194 1.1463
H 1.1089 -1.6336 -2.2482
H -0.4923 3.2797 1.4604
C -0.1714 2.2638 1.5573
C -0.9884 1.2805 1.9808
H 1.6497 0.7016 -2.9128
H 2.0921 1.1126 -1.2631
H -1.1961 -0.7340 2.4317
H -3.2411 -1.8327 -0.0410
C 0.7227 -0.4286 1.8730
C -1.1963 -1.4907 -0.7236
H -0.7654 -1.9015 0.1902
H -3.1299 -0.6866 -1.3601
H -2.0313 1.4458 2.2199
H -1.1998 -2.3421 -1.4221
C 2.0284 0.2957 -1.9806
*
```

Computed properties:
SMILES	O=c1cc[nH]c(=O)[nH]1.CCCCC


Version four
Density functional theory data (the ωB97M-V functional and the def2-TZVPD basis) for a 2-piece molecular cluster, C9H16N2O2 overall.

```
! RIJCOSX wB97M-V def2-TZVPD def2/J DEFGRID3
* xyz 0 1
H 2.8206 1.7641 -1.5741
H -2.9299 1.9874 -2.8056
C -2.5758 -1.0645 0.3630
H -1.7846 -0.6266 1.0097
H -2.4412 -3.4788 0.7953
H -1.3516 -2.8655 -0.3936
H -2.9489 2.9559 -1.6274
H -2.8995 -3.0294 -1.0470
O 2.8083 -2.2763 0.5940
N 1.4272 1.6474 0.0810
C -2.7156 1.0569 -0.6524
H 1.0511 -0.9546 1.7483
H -3.6486 -1.0914 0.6588
H -1.9795 1.2543 0.2963
H -3.0503 -0.6397 -1.8517
H 1.5263 2.6783 -0.1153
N 1.4777 -0.3500 1.0642
C -2.4233 2.0761 -1.8232
H -1.3733 2.0281 -2.0776
H -1.2349 -0.4319 -1.4577
C -2.3893 -2.5971 0.0001
H -3.7694 1.1565 -0.1780
C 2.4521 -1.0978 0.3274
C -2.3437 -0.2792 -1.0322
C 0.9108 0.9201 1.2017
C 2.2018 1.0151 -0.9211
C 2.6651 -0.1929 -0.8372
O 0.3887 1.2477 2.2085
H 3.4095 -0.5803 -1.5741
*
```

Computed properties:
SMILES	O=c1cc[nH]c(=O)[nH]1.CCCCC


Which of them is the most stable? Correct choice: version three.